[1]
ORCA calculation (wB97M-V/def2-TZVPD) on a cluster of 2 separate species, Cl2H2OP2 in total.

Atoms and positions in Å:
O (1.71, -0.19, -1.99)
P (-0.33, -0.69, 0.27)
P (1.52, -0.41, -0.52)
Cl (3.17, 0.02, 0.51)
Cl (-2.75, 1.17, 2.09)
H (-2.83, 0.68, 0.83)
H (-0.49, -0.59, -1.19)

ΔE to the lowest compared entry with this formula, charge and spin	48.78	kcal/mol
total energy	-1679.51983	hartree
net charge	0
F_max	2.42	eV/Å
HOMO level	-9.4060	eV
Kohn-Sham gap	8.36	eV
lowest unoccupied orbital energy	-0.038	Eh

[2]
ORCA calculation (wB97M-V/def2-TZVPD) on a cluster of 2 separate species, C3H7NO2 in total.

Atoms and positions in Å:
C (-2.03, 0.04, 0.32)
C (-1.19, -0.92, 0.72)
O (-1.25, -2.22, 0.38)
C (1.56, 0.63, 0.03)
O (0.78, 0.94, -1.02)
N (2.81, 0.94, -0.31)
H (-1.91, 1.05, 0.70)
H (-2.89, -0.16, -0.32)
H (-0.13, 0.68, -0.77)
H (-0.32, -0.71, 1.34)
H (-2.01, -2.37, -0.20)
H (3.55, 0.76, 0.35)
H (3.06, 1.32, -1.22)

ΔE to the lowest compared entry with this formula, charge and spin	68.87	kcal/mol
total energy	-323.67121	hartree
net charge	0
F_max	0.66	eV/Å
HOMO level	-8.7057	eV
Kohn-Sham gap	9.65	eV
lowest unoccupied orbital energy	0.035	Eh

[3]
ORCA calculation (wB97M-V/def2-TZVPD) on a structure of composition C17H29DyN2.

Atoms and positions in Å:
C (1.51, 1.98, -0.71)
H (2.39, 2.60, -0.52)
H (1.72, 1.35, -1.60)
H (1.65, 1.13, 0.52)
C (0.29, 2.92, -0.91)
H (-0.61, 2.38, -1.31)
H (-0.02, 3.35, 0.07)
C (0.58, 4.08, -1.89)
H (-0.30, 4.73, -1.98)
H (1.42, 4.68, -1.53)
H (0.82, 3.69, -2.88)
C (-0.94, -1.77, -0.14)
C (-1.60, -0.97, -1.13)
C (-0.62, -0.58, -2.10)
C (0.64, -1.12, -1.70)
C (0.45, -1.85, -0.48)
C (1.45, -2.74, 0.16)
C (1.89, -1.09, -2.50)
C (-0.89, 0.14, -3.38)
C (-3.05, -0.65, -1.15)
C (-1.60, -2.46, 1.00)
Dy (-0.01, 0.71, 0.08)
H (2.77, -1.32, -1.88)
H (1.86, -1.84, -3.31)
H (2.06, -0.12, -2.98)
H (2.47, -2.41, -0.08)
H (1.34, -2.74, 1.25)
H (1.34, -3.78, -0.19)
H (-2.49, -1.92, 1.33)
H (-1.91, -3.48, 0.71)
H (-0.92, -2.55, 1.86)
H (-3.26, 0.24, -1.75)
H (-3.64, -1.48, -1.57)
H (-3.43, -0.47, -0.13)
H (-0.08, 0.85, -3.62)
H (-0.97, -0.56, -4.22)
H (-1.83, 0.70, -3.33)
C (-0.73, 1.80, 5.17)
N (-0.18, 0.92, 4.14)
C (0.47, -0.29, 4.39)
C (0.90, -0.76, 3.18)
N (0.50, 0.15, 2.20)
C (-0.17, 1.15, 2.83)
H (-1.48, 1.27, 5.76)
H (0.07, 2.14, 5.84)
H (-1.19, 2.66, 4.69)
H (0.58, -0.70, 5.38)
H (1.46, -1.64, 2.94)
H (-0.60, 2.04, 2.35)

total energy	-1659.07902	hartree
net charge	+2
F_max	10.19	eV/Å
spin multiplicity	6
HOMO level (spin up / spin down)	-14.2760 / -14.2659	eV
Kohn-Sham gap (spin up / spin down)	6.31 / 6.51	eV
lowest unoccupied orbital energy (spin up / spin down)	-0.293 / -0.285	Eh

[4]
ORCA calculation (wB97M-V/def2-TZVPD) on a cluster of 2 separate species, C3H8NS in total.

Atoms and positions in Å:
C (-0.53, 0.17, 1.88)
S (-1.78, 0.89, 0.75)
H (-0.82, -0.79, 2.31)
H (-0.33, 0.83, 2.73)
H (0.36, -0.04, 1.28)
C (2.43, -0.87, -0.63)
C (1.65, -0.38, -1.59)
N (0.23, -0.59, -1.70)
H (2.06, -1.49, 0.16)
H (3.50, -0.69, -0.72)
H (2.00, 0.21, -2.43)
H (0.05, -1.60, -1.57)
H (-0.31, -0.15, -0.94)

ΔE to the lowest compared entry with this formula, charge and spin	27.41	kcal/mol
total energy	-572.03457	hartree
net charge	-1
F_max	1.27	eV/Å
HOMO level	-2.3228	eV
Kohn-Sham gap	6.25	eV
lowest unoccupied orbital energy	0.144	Eh

[5]
ORCA calculation (wB97M-V/def2-TZVPD) on a cluster of 3 separate species, C15H39N3O3S2 in total.

Atoms and positions in Å:
N (4.74, 5.69, 2.24)
O (3.97, 6.49, 1.32)
S (2.85, 5.51, 0.56)
O (3.24, 5.46, -0.81)
O (1.57, 6.51, 0.52)
C (1.02, 6.81, 1.81)
C (-0.11, 5.88, 2.30)
C (-0.31, 4.56, 1.56)
S (0.63, 3.18, 2.32)
H (4.58, 6.12, 3.15)
H (4.32, 4.77, 2.28)
H (1.79, 6.91, 2.56)
H (0.59, 7.80, 1.71)
H (-1.05, 6.42, 2.23)
H (0.03, 5.65, 3.35)
H (-1.35, 4.27, 1.66)
H (-0.08, 4.61, 0.50)
H (1.54, 2.88, 1.38)
C (-1.08, 1.64, -1.33)
C (-2.21, 0.62, -1.27)
N (-2.03, -0.38, -0.23)
C (-2.95, -1.49, -0.34)
C (-4.44, -1.22, -0.15)
C (-1.81, 0.15, 1.10)
C (-2.90, 1.05, 1.71)
H (-0.12, 1.14, -1.45)
H (-1.23, 2.30, -2.18)
H (-1.04, 2.26, -0.43)
H (-2.25, 0.10, -2.23)
H (-3.17, 1.16, -1.17)
H (-2.63, -2.26, 0.37)
H (-2.81, -1.94, -1.33)
H (-4.70, -1.06, 0.90)
H (-5.02, -2.09, -0.48)
H (-4.79, -0.37, -0.72)
H (-0.87, 0.71, 1.10)
H (-1.63, -0.69, 1.78)
H (-3.28, 1.78, 0.99)
H (-2.48, 1.60, 2.55)
H (-3.74, 0.47, 2.09)
C (2.98, -6.03, -2.64)
C (2.28, -4.71, -2.36)
N (0.88, -4.87, -2.00)
C (0.14, -3.62, -1.99)
C (0.53, -2.55, -0.97)
C (0.61, -5.77, -0.89)
C (1.26, -5.46, 0.46)
H (2.46, -6.59, -3.42)
H (3.99, -5.84, -2.99)
H (3.05, -6.66, -1.75)
H (2.32, -4.11, -3.27)
H (2.85, -4.17, -1.59)
H (-0.92, -3.85, -1.88)
H (0.24, -3.18, -2.99)
H (0.19, -2.80, 0.04)
H (0.06, -1.60, -1.23)
H (1.61, -2.39, -0.93)
H (0.92, -6.78, -1.19)
H (-0.47, -5.84, -0.77)
H (2.31, -5.17, 0.36)
H (1.23, -6.34, 1.10)
H (0.73, -4.67, 0.99)

total energy	-1781.14160	hartree
net charge	0
F_max	0.99	eV/Å
HOMO level	-7.9640	eV
Kohn-Sham gap	8.37	eV
lowest unoccupied orbital energy	0.015	Eh

[6]
ORCA calculation (wB97M-V/def2-TZVPD) on the ion C5H6N with charge +1.

Atoms and positions in Å:
C (1.66, 0.40, -0.19)
C (2.36, 1.06, -1.04)
C (-0.11, -0.65, 1.06)
C (1.10, 1.21, -1.63)
C (-1.56, -0.86, 0.93)
N (0.54, -0.01, 0.17)
H (0.39, -1.06, 1.93)
H (0.58, 2.16, -1.54)
H (0.81, 0.59, -2.47)
H (-1.98, -0.32, 0.10)
H (-1.75, -1.93, 0.81)
H (-2.06, -0.59, 1.87)

ΔE to the lowest compared entry with this formula, charge and spin	141.90	kcal/mol
total energy	-248.38956	hartree
net charge	+1
F_max	3.55	eV/Å
HOMO level	-15.0015	eV
Kohn-Sham gap	8.95	eV
lowest unoccupied orbital energy	-0.222	Eh

[7]
ORCA calculation (wB97M-V/def2-TZVPD) on the molecule C2BrCl.

Atoms and positions in Å:
Cl (0.97, -1.85, -0.36)
C (0.11, -0.46, -0.06)
C (-0.42, 0.60, 0.18)
Br (-1.13, 2.28, 0.42)

ΔE to the lowest compared entry with this formula, charge and spin	0.00	kcal/mol
total energy	-3110.32352	hartree
net charge	0
F_max	1.24	eV/Å
HOMO level	-9.8272	eV
Kohn-Sham gap	10.35	eV
lowest unoccupied orbital energy	0.019	Eh
SMILES	ClC#CBr

Among the records above, which one has the highest F_max?
C17H29DyN2